{
  "formula": "C2H2OS3",
  "method": "the ωB97M-V functional and the def2-TZVPD basis",
  "symbols": ["C", "C", "O", "S", "S", "S", "H", "H"],
  "xyz": [[0.267058, 0.963640, 0.205487], [-0.363669, -0.022185, 0.918279], [-1.046614, -1.673391, 2.709674], [0.533677, 2.706479, 0.279806], [0.342708, 3.842220, 1.861820], [-0.576767, -0.336758, 2.578677], [0.602769, 0.942691, -0.829437], [-0.539710, -0.911899, 0.175919]],
  "forces_ev_per_angstrom": [[-0.08, 2.87, 0.59], [0.56, -1.99, -2.17], [-1.20, -3.13, 0.47], [0.23, -0.15, 0.43], [-0.19, -1.00, -0.21], [1.05, 3.48, -0.99], [-0.46, -1.28, -0.10], [0.10, 1.21, 1.99]],
  "e_above_lowest_ev": 2.4530,
  "e_lumo_ev": [-1.65, -2.14],
  "gap_ha": [0.265, 0.241],
  "multiplicity": 1
}